(1)
The following is a DFT calculation (ωB97M-V with the def2-TZVPD basis set) of C3H3NO2 in the gas phase at a distorted geometry.

CARTESIAN COORDINATES (ANGSTROEM)
C -0.164 -0.508 -0.823
C -0.067 -0.822 0.661
C 0.122 0.977 -0.541
N 0.161 0.682 0.925
O -0.731 -1.004 -1.740
O 1.270 1.065 0.144
H -1.113 -0.843 1.138
H 0.770 -1.368 1.152
H -0.248 1.822 -0.916

Results
Energy relative to the best compared isomer or geometry (same formula, charge and spin): 74.8 kcal per mole
E: -8736.454 eV
2S+1: 3
Total charge: 0
Kohn-Sham gap (alpha / beta): 7.4 / 7.7 eV



(2)
The following is a DFT calculation (ωB97M-V with the def2-TZVPD basis set) of 3 unconnected molecules or ions with the total composition C39H73F9IN2O14P2 at a distorted geometry.

CARTESIAN COORDINATES (ANGSTROEM)
C 2.279 -0.267 -2.044
C 0.960 0.274 -2.836
N 1.071 1.793 -2.771
C -0.340 2.302 -2.999
C -1.141 2.281 -1.615
C -0.161 2.220 -0.306
O 0.078 0.856 0.145
C -0.975 0.376 0.978
C -1.811 -0.881 0.405
O -1.280 0.798 2.108
O -2.097 3.309 -1.345
C -2.587 4.044 -2.496
C -3.654 5.052 -1.877
C -4.807 5.662 -2.801
C -6.238 5.439 -2.046
C -7.462 5.988 -2.927
C -8.426 4.859 -3.536
C -9.896 5.537 -3.751
C -11.001 4.791 -2.829
O -11.271 3.462 -3.336
C -12.394 3.450 -4.244
C -3.443 3.052 -3.430
C -4.698 2.357 -2.721
O -5.816 2.488 -3.294
I -4.686 1.157 -0.920
C -1.260 4.684 -3.186
C -1.784 5.790 -4.201
C -2.049 7.281 -3.701
C -0.760 8.265 -3.821
F -0.175 8.255 -5.132
C -0.220 5.365 -2.120
C -0.687 6.040 -0.798
O -1.039 7.437 -0.798
C 0.589 6.020 0.243
F 0.472 7.145 1.129
F 0.598 4.895 1.089
F 1.831 6.241 -0.434
N -0.354 3.604 -3.798
C -0.357 3.423 -5.270
F -1.622 3.315 -5.890
F 0.217 2.131 -5.617
C 0.687 4.357 -6.104
F -0.084 4.868 -7.197
F 1.751 3.663 -6.686
F 1.208 5.460 -5.435
H 2.359 0.351 -1.072
H 3.249 -0.030 -2.623
H 2.212 -1.378 -1.789
H 1.057 -0.128 -3.899
H 0.071 -0.127 -2.249
H 1.676 2.013 -3.575
H -0.843 1.432 -3.579
H -1.727 1.282 -1.508
H 0.781 2.844 -0.421
H -0.766 2.721 0.545
H -2.785 -1.041 0.970
H -1.916 -0.849 -0.731
H -1.153 -1.806 0.635
H -3.245 5.945 -1.295
H -4.204 4.444 -1.054
H -4.700 6.816 -2.813
H -4.826 5.363 -3.894
H -6.173 6.130 -1.118
H -6.365 4.384 -1.637
H -8.116 6.621 -2.212
H -7.048 6.730 -3.695
H -8.543 3.962 -2.845
H -8.029 4.601 -4.575
H -9.922 6.640 -3.442
H -10.254 5.485 -4.833
H -11.984 5.367 -2.747
H -10.526 4.684 -1.793
H -12.567 4.441 -4.793
H -12.180 2.655 -5.043
H -13.387 3.167 -3.738
H -3.833 3.544 -4.400
H -2.845 2.151 -3.846
H -1.175 5.975 -5.153
H -2.796 5.416 -4.621
H -2.761 7.725 -4.504
H -2.624 7.413 -2.734
H -1.195 9.325 -3.670
H 0.009 8.118 -3.001
H 0.444 6.049 -2.777
H 0.531 4.568 -1.725
H -1.509 5.506 -0.185
H -1.702 7.606 -0.087
H 0.656 3.884 -3.674
O 3.279 -3.249 1.474
P 2.922 -3.252 2.964
O 4.447 -2.825 3.487
C 5.195 -1.809 2.829
C 5.012 -0.462 3.505
O 3.065 -4.884 3.194
C 2.896 -5.795 2.115
C 4.244 -6.156 1.511
O 2.467 -3.220 4.612
C 2.478 -2.016 5.353
C 1.462 -1.025 4.843
H 4.944 -1.726 1.770
H 6.247 -2.098 2.886
H 3.964 -0.147 3.464
H 5.618 0.303 3.015
H 5.301 -0.513 4.557
H 2.209 -5.396 1.364
H 2.429 -6.699 2.520
H 4.806 -5.267 1.216
H 4.118 -6.796 0.635
H 4.860 -6.684 2.244
H 3.482 -1.593 5.380
H 2.231 -2.277 6.386
H 1.631 -0.791 3.786
H 1.508 -0.098 5.418
H 0.452 -1.435 4.924
O 6.610 -9.051 4.375
P 7.107 -10.041 5.433
O 5.611 -10.683 5.796
C 4.678 -11.003 4.770
C 4.774 -12.464 4.371
O 7.194 -8.960 6.681
C 7.359 -7.571 6.425
C 6.016 -6.871 6.405
O 7.774 -11.148 6.551
C 7.724 -12.544 6.324
C 8.535 -12.959 5.117
H 4.795 -10.372 3.887
H 3.680 -10.806 5.172
H 5.765 -12.690 3.965
H 4.029 -12.708 3.610
H 4.614 -13.115 5.233
H 7.912 -7.403 5.497
H 7.973 -7.162 7.235
H 5.327 -7.340 5.700
H 6.135 -5.820 6.133
H 5.539 -6.927 7.388
H 6.691 -12.882 6.255
H 8.141 -13.023 7.214
H 8.195 -12.444 4.213
H 8.459 -14.036 4.956
H 9.588 -12.701 5.257

Results
E: -124390.570 eV
Total charge: +1
Kohn-Sham gap: 7.7 eV